Run 1
10
Properties=species:S:1:pos:R:3 method="wB97M-V/def2-TZVPD" e_homo_ev=-11.3 total_charge=0 orbital_gap_ev=10.30 lumo_energy_ev=-1.042
C 0.0980 0.2688 -0.0695
C 0.9382 1.5027 0.0386
C -1.4517 0.4243 -0.0880
H 1.9896 -2.0184 -0.0382
H -1.4722 -1.4237 0.4304
N 0.4928 -0.9347 -0.2591
N 1.5698 2.4525 0.1453
O 1.8714 -1.1002 -0.0937
O -2.1065 -0.7136 0.2455
O -1.9294 1.5422 -0.3112



Run 2
10
Properties=species:S:1:pos:R:3 method="wB97M-V/def2-TZVPD" e_homo_ev=-10.7 smiles="O=c1cnc(O)no1" total_charge=0 orbital_gap_ev=8.61 lumo_energy_ev=-2.051
C -0.6367 0.9803 0.1019
C -0.3779 -1.2154 -0.3016
C 1.0530 -1.0850 0.0729
H -0.5603 2.7169 0.5393
H -0.6619 -2.3660 -0.5343
N -1.3311 -0.2608 -0.2939
N 0.6615 1.1252 -0.1072
O -1.2756 2.1255 0.8130
O 1.6680 -2.1935 0.5078
O 1.4610 0.1727 -0.7980



The energy of each structure relative to the most stable one, in kcal/mol, is as follows: run 1 0.0; run 2 81.5.



Run 1
10
Properties=species:S:1:pos:R:3 method="wB97M-V/def2-TZVPD" e_homo_ev=-10.1 smiles="O=COc1conn1" total_charge=0 orbital_gap_ev=10.75 lumo_energy_ev=0.665
C -1.8883 -0.3687 0.0426
C 0.3481 -0.4183 -0.0740
C 0.7604 0.8912 -0.0711
H -2.7451 -1.0079 -0.1666
H 0.2804 1.8946 -0.1712
N 2.4691 -0.4535 0.1556
N 1.4463 -1.1987 0.1049
O -1.9574 0.8303 0.1935
O -0.7776 -1.0502 -0.0285
O 2.0641 0.8813 0.0149



Run 2
10
Properties=species:S:1:pos:R:3 method="wB97M-V/def2-TZVPD" e_homo_ev=-10.0 smiles="O=C1ON=N/C1=C/O" total_charge=0 orbital_gap_ev=9.27 lumo_energy_ev=-0.715
C -0.9975 -0.5773 -1.2474
C -0.1616 0.1760 -0.4965
C 0.1004 0.0375 0.9189
H -2.5626 -1.6963 -1.3923
H -1.2439 -0.4156 -2.3765
N 0.9511 0.8621 -1.0747
N 1.6871 1.2403 -0.1234
O -1.7695 -1.5470 -0.7030
O 1.2083 0.8437 1.0809
O -0.4773 -0.5995 1.7602



The energy of each structure relative to the most stable one, in kcal/mol, is as follows: run 1 0.0; run 2 10.9.



Run 1
12
Properties=species:S:1:pos:R:3 method="wB97M-V/def2-TZVPD" e_homo_ev=-8.6 total_charge=0 orbital_gap_ev=8.88 lumo_energy_ev=0.280
C 0.4929 0.4325 1.1164
C -0.4794 1.1176 0.1568
H 0.6100 -0.5680 -1.2369
H 2.6367 -1.1317 -1.0823
H 0.5395 0.7646 2.2422
H -2.2300 0.8665 -0.6110
H -1.0718 -1.8977 -0.4249
N 1.6412 -0.8021 -0.5876
N 1.5121 -0.3950 0.6923
N -1.3008 0.2746 -0.5399
O -0.5132 2.3253 -0.0976
S -1.8373 -0.9867 0.3726



Run 2
12
Properties=species:S:1:pos:R:3 method="wB97M-V/def2-TZVPD" e_homo_ev=-9.4 total_charge=0 orbital_gap_ev=10.10 lumo_energy_ev=0.676
C -0.2743 -0.4450 0.7227
C 0.7374 -0.3449 -2.4759
H -0.3603 2.7246 0.9685
H -0.3420 0.2760 2.6458
H 0.0012 -1.8844 1.8835
H 0.8813 -1.0369 -3.2781
H 1.1894 0.6513 -2.4401
N -0.3415 0.5641 1.6783
N 0.0464 -1.6273 0.9518
N 0.0374 -0.8453 -1.5404
O -0.2270 0.0808 -0.5244
S -1.3479 1.8871 1.4083



The energy of each structure relative to the most stable one, in kcal/mol, is as follows: run 1 33.5; run 2 0.0.



Run 1
12
Properties=species:S:1:pos:R:3 method="wB97M-V/def2-TZVPD" e_homo_ev=-8.5 total_charge=0 orbital_gap_ev=8.86 lumo_energy_ev=0.333
C 0.7912 -0.7372 1.0687
C -0.2028 0.6655 -0.6694
H -1.0509 -1.3930 -1.5176
H 0.5215 -1.8653 -1.6325
H 0.8586 0.2597 1.6603
H -0.2745 0.6450 -1.7862
H -1.0481 2.8563 1.2417
N -0.2117 -1.5662 -0.9736
N 0.3265 -0.5085 -0.1883
N -0.5178 1.8139 -0.1761
O -0.1933 1.9536 1.2505
S 1.0014 -2.1237 1.7227



Run 2
12
Properties=species:S:1:pos:R:3 method="wB97M-V/def2-TZVPD" e_homo_ev=-8.8 total_charge=0 orbital_gap_ev=8.99 lumo_energy_ev=0.209
C -0.8261 0.2933 -0.2177
C 2.3710 1.1786 0.2970
H -2.6191 -1.0258 -0.8992
H -2.2028 -1.9717 1.0248
H 0.5284 -1.2103 -0.0048
H 3.2791 0.8961 0.7288
H 2.1738 2.3233 0.4305
N -1.7513 -1.8948 -0.1272
N -0.6547 -0.9919 0.0086
N 1.4638 0.3801 -0.0707
O 0.3352 0.9238 -0.3090
S -2.0971 1.0994 -0.8609



The energy of each structure relative to the most stable one, in kcal/mol, is as follows: run 1 0.0; run 2 32.5.



Run 1
12
Properties=species:S:1:pos:R:3 method="wB97M-V/def2-TZVPD" e_homo_ev=-8.3 total_charge=0 orbital_gap_ev=8.62 lumo_energy_ev=0.349
C 1.0990 0.4302 0.7755
C -1.0258 0.0784 -0.4100
H 0.7706 -0.9243 -1.9639
H 1.1459 0.6881 -2.0690
H 0.4805 0.4334 1.6831
H -1.3602 0.4013 -1.4128
H -2.1315 -0.8630 2.2028
N 1.1327 -0.1228 -1.4940
N 0.3748 0.1078 -0.3421
N -1.8840 -0.1974 0.4778
O -1.3416 -0.6638 1.6645
S 2.7396 0.6320 0.8881



Run 2
12
Properties=species:S:1:pos:R:3 method="wB97M-V/def2-TZVPD" e_homo_ev=-8.4 smiles="N/N=C/NSC=O" total_charge=0 orbital_gap_ev=8.99 lumo_energy_ev=0.631
C 0.7084 -0.7266 0.0937
C -2.2840 0.6809 0.1924
H 2.2503 1.7392 -0.8811
H 2.8099 0.1959 -0.6085
H 1.5154 -1.2362 0.6356
H -0.6817 -2.0563 0.8541
H -1.6513 0.8622 1.0826
N 2.1566 0.9184 -0.3243
N 0.8705 0.4499 -0.3734
N -0.5461 -1.3384 0.1555
O -3.2503 1.3292 -0.1083
S -1.8978 -0.8181 -0.7183



Run 3
12
Properties=species:S:1:pos:R:3 method="wB97M-V/def2-TZVPD" e_homo_ev=-8.7 smiles="C=NOC(=S)NN" total_charge=0 orbital_gap_ev=9.34 lumo_energy_ev=0.675
C -0.2322 0.0438 0.3069
C 0.7947 0.8071 -2.8162
H -0.7263 -1.8526 1.8480
H 0.8829 -1.5534 2.1998
H 0.7129 -1.5023 -0.5314
H 1.4586 0.4716 -3.6235
H 0.2334 1.7176 -2.9319
N 0.2572 -1.9970 1.5038
N 0.3394 -1.1576 0.3479
N 0.6152 0.0343 -1.8528
O -0.2481 0.6327 -0.9251
S -0.7771 0.8997 1.5939



The energy of each structure relative to the most stable one, in kcal/mol, is as follows: run 1 31.9; run 2 0.0; run 3 22.7.



Run 1
14
Properties=species:S:1:pos:R:3 method="wB97M-V/def2-TZVPD" e_homo_ev=-8.7 smiles=CO[C@H]1C[C@H]1S total_charge=0 orbital_gap_ev=9.57 lumo_energy_ev=0.887
C 2.2422 -1.0969 0.0346
C 0.7017 0.9533 0.4949
C -0.2887 1.6007 -0.5715
C -0.8397 0.6528 0.5621
H 2.7045 -0.7510 1.0251
H 2.9550 -1.3086 -0.9018
H 1.6625 -1.8826 0.4585
H 1.3256 1.5661 1.1762
H 0.0449 1.1810 -1.7705
H -0.5224 2.6088 -0.3833
H -1.3497 0.8883 1.5216
H -2.9496 -0.4460 -0.2315
O 1.3555 0.0726 -0.3516
S -1.6005 -0.9435 -0.0752



Run 2
14
Properties=species:S:1:pos:R:3 method="wB97M-V/def2-TZVPD" e_homo_ev=-9.3 smiles=OC1(CS)CC1 total_charge=0 orbital_gap_ev=10.13 lumo_energy_ev=0.817
C 1.0742 -0.5290 -0.5392
C -0.2065 0.1867 -0.0327
C -1.0578 -0.4317 0.9890
C -1.5925 -0.1921 -0.4434
H 2.7755 1.0942 -0.4657
H 1.1640 -0.1816 -1.5628
H 0.9624 -1.5759 -0.3807
H 0.6731 1.7104 0.6812
H -0.8822 -1.4465 1.3762
H -1.4485 0.2688 1.6735
H -2.2813 0.5751 -0.4411
H -1.7290 -1.0207 -1.1295
O -0.0304 1.5747 0.0020
S 2.5790 -0.0325 0.2733



The energy of each structure relative to the most stable one, in kcal/mol, is as follows: run 1 69.9; run 2 0.0.



Run 1
9
Properties=species:S:1:pos:R:3 method="wB97M-V/def2-TZVPD" e_homo_ev=-9.4 smiles="O=C=O.CN=O" total_charge=0 orbital_gap_ev=9.47 lumo_energy_ev=0.098
C -2.4072 -0.5588 0.2019
C 1.4484 0.1347 -0.2987
N 0.9360 1.0468 0.6469
O -1.8223 -1.2404 0.9088
O -3.0347 0.0886 -0.5271
O -0.2303 1.0326 0.7478
H 2.0679 -0.6707 0.3115
H 0.7260 -0.3688 -1.0348
H 2.3161 0.5360 -0.9564



Run 2
9
Properties=species:S:1:pos:R:3 method="wB97M-V/def2-TZVPD" e_homo_ev="-9.4 / -10.2" total_charge=0 orbital_gap_ev="7.82 / 9.73" lumo_energy_ev="-1.576 / -0.470"
C 0.7081 -1.0189 0.7999
C -0.0553 0.9353 -1.0488
N -0.5954 -0.5047 0.7880
O 1.3618 -1.7124 0.0712
O 0.6096 -0.1008 1.7767
O -1.8210 -0.5721 1.0499
H -0.8159 0.2184 -1.3459
H 0.9664 0.8664 -1.4668
H -0.3582 1.8888 -0.6243



Run 3
9
Properties=species:S:1:pos:R:3 method="wB97M-V/def2-TZVPD" e_homo_ev=-10.5 smiles="CC(=O)[N+](=O)[O-]" total_charge=0 orbital_gap_ev=10.04 lumo_energy_ev=-0.471
C 0.3728 0.4076 -0.3775
C -0.3653 0.8559 0.7923
N 0.2732 -1.3110 -0.6593
O -0.2905 -2.0131 0.1768
O 1.0971 0.9345 -1.1584
O 0.7108 -1.6763 -1.7247
H -0.5510 -0.1059 1.1892
H -1.2393 1.2544 0.3684
H -0.0078 1.6540 1.3932



Run 4
9
Properties=species:S:1:pos:R:3 method="wB97M-V/def2-TZVPD" e_homo_ev=-11.1 total_charge=0 orbital_gap_ev=11.01 lumo_energy_ev=-0.043
C -0.7585 0.6563 0.9869
C 0.0491 -0.2575 0.3025
N -1.4775 1.3229 1.6110
O -0.4449 -1.5121 0.0828
O 1.3818 -0.0978 0.4959
O -0.1432 0.5009 -1.3796
H 0.2033 -1.8231 -0.4992
H 1.8870 -0.0288 -0.3279
H -0.6970 1.2394 -1.2723



The energy of each structure relative to the most stable one, in kcal/mol, is as follows: run 1 0.0; run 2 119.3; run 3 35.1; run 4 7.5.



Run 1
9
Properties=species:S:1:pos:R:3 method="wB97M-V/def2-TZVPD" e_homo_ev=-10.1 smiles="O=CO/C=N/O" total_charge=0 orbital_gap_ev=10.73 lumo_energy_ev=0.667
C -0.4289 0.4566 -0.0127
C 1.8728 -0.2283 -0.0204
H -2.6682 0.2003 0.0914
H -1.0051 1.3802 0.0365
H 2.8508 0.2838 -0.0091
N -0.9459 -0.7035 -0.0633
O -2.3152 -0.7156 -0.0057
O 0.9121 0.7372 -0.0231
O 1.7277 -1.4108 0.0064



Run 2
9
Properties=species:S:1:pos:R:3 method="wB97M-V/def2-TZVPD" e_homo_ev="-10.0 / -10.0" total_charge=0 orbital_gap_ev="8.66 / 8.50" lumo_energy_ev="-1.303 / -1.535"
C 0.9998 0.7760 0.2619
C 0.8529 -0.5124 -0.3380
N -1.6292 -0.3008 0.0357
O -1.8706 -0.1528 1.1707
O 0.9481 1.8349 -0.3364
O -2.1788 -0.4097 -0.9904
H 1.1208 0.7561 1.3622
H 0.9972 -1.4043 0.2437
H 0.7598 -0.5870 -1.4095



Run 3
9
Properties=species:S:1:pos:R:3 method="wB97M-V/def2-TZVPD" e_homo_ev=-9.8 smiles="O=CC(=O)NO" total_charge=0 orbital_gap_ev=9.16 lumo_energy_ev=-0.675
C -0.8333 -0.0950 -0.0258
C -0.1303 1.1001 -0.2309
H 1.7614 -0.5179 0.7463
H -0.0701 -2.0314 -0.1957
H -0.5183 2.0016 -0.5930
N 0.1470 -1.0943 0.0587
O 1.5384 -0.8047 -0.1695
O -2.0925 -0.1857 0.0990
O 1.0015 1.2625 0.2169



The energy of each structure relative to the most stable one, in kcal/mol, is as follows: run 1 0.0; run 2 71.7; run 3 25.6.



Run 1
9
Properties=species:S:1:pos:R:3 method="wB97M-V/def2-TZVPD" e_homo_ev=-10.5 smiles="O=[N+]([O-])[C@@H]1CO1" total_charge=0 orbital_gap_ev=11.25 lumo_energy_ev=0.720
C -1.2175 0.1696 -0.3288
C -0.1439 -0.3344 0.5794
N 1.4889 -0.0880 -0.1241
O 2.2268 -1.0393 -0.2244
O 1.7691 1.0395 -0.4450
O -0.6708 0.8895 0.7817
H -1.1574 0.5843 -1.3854
H -2.2814 -0.0264 -0.0284
H -0.0137 -1.1949 1.1751



Run 2
9
Properties=species:S:1:pos:R:3 method="wB97M-V/def2-TZVPD" e_homo_ev=-10.3 smiles="O=CNOC=O" total_charge=0 orbital_gap_ev=11.07 lumo_energy_ev=0.812
C -1.7664 0.1740 -0.0108
C 1.7460 0.1018 -0.1127
H -1.8944 1.2748 -0.2160
H -0.0329 -1.1780 0.2485
H 2.5708 0.8772 -0.1812
N -0.4710 -0.2191 0.4232
O -2.6366 -0.6806 -0.1411
O 0.5356 0.7162 0.0329
O 1.9490 -1.0664 -0.0428



The energy of each structure relative to the most stable one, in kcal/mol, is as follows: run 1 76.8; run 2 0.0.



Run 1
10
Properties=species:S:1:pos:R:3 method="wB97M-V/def2-TZVPD" e_homo_ev=-10.3 smiles="NC(=O)NC=O" total_charge=0 orbital_gap_ev=10.92 lumo_energy_ev=0.659
N 1.8079 -0.0918 -0.1112
C 0.4752 -0.1522 0.1583
O 0.0569 -0.7987 1.1223
N -0.4946 0.4421 -0.5857
C -1.7195 -0.0404 0.1351
O -2.4044 -0.9524 -0.2150
H 2.3391 -0.4871 0.6521
H 2.2411 0.6369 -0.6516
H -0.3822 0.8476 -1.5103
H -1.9194 0.5961 1.0060



Run 2
10
Properties=species:S:1:pos:R:3 method="wB97M-V/def2-TZVPD" e_homo_ev=-10.0 total_charge=0 orbital_gap_ev=10.70 lumo_energy_ev=0.649
C -0.0747 -0.3106 0.9750
C 1.7311 -0.4134 -1.0506
H -1.0428 1.2336 -0.5217
H 0.4137 -0.9169 1.6816
H 2.5615 -0.8333 -1.5788
H 1.7692 0.2021 0.0045
N -0.5120 0.9049 1.3370
N 0.5853 -0.9737 -1.2196
O -1.3843 1.3871 0.3499
O -0.3849 -0.7446 -0.3441



Run 3
10
Properties=species:S:1:pos:R:3 method="wB97M-V/def2-TZVPD" e_homo_ev=-9.5 smiles="[H]/N=C/OC(N)=O" total_charge=0 orbital_gap_ev=9.56 lumo_energy_ev=0.093
N -1.4538 -0.0818 -0.2581
C -0.6339 -0.9274 0.8946
O -1.0871 -1.8704 1.4350
O 1.0256 -0.7112 1.0080
C 1.3135 0.3109 0.1954
N 0.7779 0.3048 -0.9542
H -1.2068 -0.3766 -1.2251
H -1.3625 0.9489 -0.3647
H 1.8653 1.1633 0.6186
H 0.7535 1.2343 -1.3552



The energy of each structure relative to the most stable one, in kcal/mol, is as follows: run 1 0.0; run 2 125.6; run 3 68.3.



Run 1
17
Properties=species:S:1:pos:R:3 method="wB97M-V/def2-TZVPD" e_homo_ev=-13.4 smiles="C[C@H]1CN1/C=N/[NH3+]" total_charge=+1 orbital_gap_ev=9.81 lumo_energy_ev=-3.631
C 0.9331 0.4104 -0.2132
C -1.4405 1.1120 -0.6962
C -1.6168 -0.3975 -0.5579
C -2.2068 -1.0178 0.6847
N -0.3038 0.1997 -0.6351
N 1.8733 -0.4945 -0.0742
N 3.1205 -0.0909 0.3449
H 1.0932 1.4526 -0.1520
H -1.4574 1.6407 -1.7055
H -1.7163 1.6529 0.1882
H -1.8631 -1.0210 -1.4473
H -1.6899 -0.5451 1.6278
H -1.8919 -2.0673 0.5821
H -3.3587 -0.9206 0.5867
H 3.4028 0.9067 0.0854
H 3.8903 -0.7703 -0.0497
H 3.2321 -0.0500 1.4312



Run 2
17
Properties=species:S:1:pos:R:3 method="wB97M-V/def2-TZVPD" e_homo_ev=-13.7 total_charge=+1 orbital_gap_ev=9.56 lumo_energy_ev=-4.179
C -0.1921 -0.3233 -0.2901
C -2.1957 0.3221 0.3322
C 1.0203 -1.2184 -0.4442
C 2.2939 -0.6796 0.3615
N -1.3663 -0.7410 0.0731
N -0.1350 1.0098 -0.5758
N -1.4278 1.5790 -0.2022
H -3.2411 0.2634 -0.1336
H -2.2439 0.4255 1.3609
H 1.2062 0.8129 -0.1322
H 1.4108 -1.5625 -1.4483
H 0.5880 -2.1876 -0.0565
H 2.6422 0.3072 0.5169
H 2.0028 -1.0330 1.3559
H 3.0296 -1.2242 -0.2693
H -2.0526 1.9139 -0.9102
H -1.3391 2.3360 0.4618



The energy of each structure relative to the most stable one, in kcal/mol, is as follows: run 1 0.0; run 2 45.6.



Run 1
17
Properties=species:S:1:pos:R:3 method="wB97M-V/def2-TZVPD" e_homo_ev="-14.9 / -14.9" total_charge=+1 orbital_gap_ev="7.36 / 7.36" lumo_energy_ev="-7.546 / -7.545"
C 0.1175 0.6182 -0.6880
C 1.3391 -1.0303 0.4178
C -1.3476 -0.9586 0.2656
C 0.1116 -0.2765 0.5009
N 0.6288 1.4939 -2.8126
N 0.5505 1.2464 -1.6343
N -1.9070 1.7245 -0.4734
H 2.2655 -0.3961 0.3494
H 1.3795 -1.7139 -0.4975
H 1.5512 -1.7863 1.2537
H -1.2233 -1.6777 -0.5872
H -2.0355 -0.2039 0.0743
H -1.6846 -1.6531 1.0696
H 0.0710 0.3604 1.3563
H 1.2605 2.2482 -3.0215
H -2.0640 1.6185 0.5032
H -1.6224 2.6205 -0.6828



Run 2
17
Properties=species:S:1:pos:R:3 method="wB97M-V/def2-TZVPD" e_homo_ev=-12.9 smiles=CC#[N+]NCCN total_charge=+1 orbital_gap_ev=9.67 lumo_energy_ev=-3.218
C 0.6095 -2.3666 0.0559
C 1.2597 -3.4701 -0.4538
C -1.3016 0.9214 0.6917
C -0.6122 2.1794 0.2242
N -0.2518 -0.2021 1.0339
N 0.1905 -1.3716 0.4965
N 0.0451 2.2242 -1.0556
H 0.9372 -4.4412 -0.0781
H 2.2853 -3.3908 -0.4868
H 0.8473 -3.5493 -1.4914
H -1.7983 1.1055 1.6664
H -2.1190 0.3834 0.0511
H -1.4100 3.0933 0.4197
H 0.1397 2.4698 0.9456
H -0.5921 2.5180 -1.8635
H 0.3075 -0.0622 1.8613
H 0.8393 2.8770 -1.0261



Run 3
17
Properties=species:S:1:pos:R:3 method="wB97M-V/def2-TZVPD" e_homo_ev=-13.8 smiles="C[NH2+]N1C=NCC1" total_charge=+1 orbital_gap_ev=9.96 lumo_energy_ev=-3.806
C 1.4521 -1.2313 0.7099
C 1.2488 0.3403 2.2391
C 0.2971 0.6702 1.0830
C -0.9028 0.2334 -1.9453
N 1.8162 -0.8926 1.8375
N 0.5373 -0.3158 0.0266
N -0.5947 -0.7464 -0.8466
H 1.6088 -2.1417 0.1639
H 1.8413 1.1313 2.3842
H 0.8953 0.0186 3.2076
H -0.7908 0.6690 1.3522
H 0.3701 1.6078 0.6380
H -0.1029 0.1151 -2.6316
H -1.6564 -0.1192 -2.6349
H -1.0171 1.2552 -1.6874
H -1.5666 -1.1117 -0.4379
H -0.2425 -1.4889 -1.4279



Run 4
17
Properties=species:S:1:pos:R:3 method="wB97M-V/def2-TZVPD" e_homo_ev="-10.5 / -11.8" total_charge=+1 orbital_gap_ev="5.72 / 8.18" lumo_energy_ev="-4.826 / -3.586"
C 0.5673 -1.8107 -0.5503
C -1.0751 1.1866 1.0561
C -1.4951 2.4911 0.5618
C 0.4848 0.4527 -1.3290
N -1.0661 0.2484 1.8738
N 1.2266 -2.7586 0.1141
N 1.0327 -0.5780 -0.7301
H -0.4235 -1.9880 -0.8823
H -1.7089 2.1912 -0.4438
H -0.5709 2.9997 0.6976
H -2.3388 2.9611 1.1114
H -0.5304 0.3720 -1.7477
H 0.9038 1.4573 -1.2829
H -0.2645 -0.4071 1.8788
H 1.1156 -3.6526 -0.1546
H 2.2049 -2.6483 0.2080
H 1.9375 -0.5168 -0.3808



The energy of each structure relative to the most stable one, in kcal/mol, is as follows: run 1 88.9; run 2 2.2; run 3 0.0; run 4 21.0.